58
Properties=species:S:1:pos:R:3:nbo_charge:R:1 method="wB97M-V/def2-TZVPD" total_charge=0 e_above_lowest_kj_mol=196.3 smiles="Cc1ccc(Cl)cc1N1CCN(C(=O)c2ccc(NS(=O)(=O)c3c(C)noc3C)cc2)CC1" spin_multiplicity=1 e_homo_ev=-8.44 orbital_gap_ev=8.9
C 3.8756 -3.1802 -4.7619 -0.639
C 3.5752 -3.9193 -3.4923 -0.033
C 4.1691 -5.1505 -3.2611 -0.175
C 3.9844 -5.8450 -2.0787 -0.246
C 3.1861 -5.2799 -1.1015 -0.047
Cl 2.9463 -6.1093 0.3999 0.000
C 2.5643 -4.0622 -1.3051 -0.226
C 2.7399 -3.3735 -2.5044 0.158
N 2.1485 -2.1188 -2.7235 -0.460
C 1.8168 -1.3086 -1.5705 -0.226
C 1.6841 0.1472 -2.0345 -0.210
N 0.6707 0.2424 -3.0557 -0.439
C -0.4592 0.9843 -3.0084 0.675
O -1.2431 1.0348 -3.9389 -0.617
C -0.6988 1.7549 -1.7466 -0.162
C -0.6992 3.1439 -1.7812 -0.150
C -0.9726 3.8730 -0.6409 -0.250
C -1.2791 3.2222 0.5521 0.159
N -1.5880 3.9494 1.6964 -0.854
S -1.2696 3.3963 3.2493 2.344
O -1.2746 4.5796 4.0554 -0.932
O -0.1231 2.5406 3.2642 -0.917
C -2.7203 2.4706 3.6170 -0.538
C -2.9069 1.0961 3.9403 0.198
C -1.8730 0.0380 4.0231 -0.671
N -4.1735 0.8747 4.1694 -0.132
O -4.8393 2.0482 4.0177 -0.254
C -3.9781 3.0125 3.6919 0.412
C -4.4440 4.3974 3.4758 -0.684
C -1.3151 1.8318 0.5813 -0.255
C -1.0199 1.1085 -0.5580 -0.128
C 0.9337 -0.6126 -4.1928 -0.233
C 1.0867 -2.0556 -3.7134 -0.217
H 3.2048 -3.4847 -5.5656 0.216
H 3.7693 -2.1098 -4.6084 0.227
H 4.8922 -3.3946 -5.0840 0.221
H 4.8109 -5.5714 -4.0212 0.212
H 4.4605 -6.7979 -1.9147 0.228
H 1.9353 -3.6588 -0.5283 0.218
H 2.6206 -1.3838 -0.8367 0.220
H 0.8686 -1.6182 -1.1001 0.168
H 1.4386 0.7960 -1.1944 0.230
H 2.6425 0.4655 -2.4634 0.197
H -0.4751 3.6509 -2.7073 0.227
H -0.9563 4.9528 -0.6698 0.213
H -1.4842 4.9493 1.6232 0.422
H -2.0354 -0.7027 3.2416 0.235
H -1.9461 -0.4728 4.9803 0.245
H -0.8864 0.4800 3.9122 0.255
H -4.6148 4.5734 2.4139 0.244
H -3.6763 5.0842 3.8248 0.260
H -5.3757 4.5624 4.0106 0.245
H -1.5596 1.3252 1.4988 0.216
H -1.0547 0.0295 -0.5259 0.210
H 0.0965 -0.5159 -4.8856 0.252
H 1.8563 -0.2862 -4.6856 0.193
H 1.3234 -2.7072 -4.5518 0.217
H 0.1302 -2.3896 -3.2771 0.179